{"formula": "Br3HNP", "method": "wB97M-V/def2-TZVPD", "e_tot_ha": -8118.77919, "orbital_gap_ha": 0.3120, "relative_energy_ev": 0.241, "smiles": "N=P(Br)(Br)Br", "lumo_energy_ev": -1.5, "elements": ["N", "Br", "H", "Br", "P", "Br"], "xyz": [[1.50246, 0.44088, 0.11659], [-0.86699, 1.33656, -1.69318], [1.96629, -0.22065, 0.86718], [-1.53134, 0.41816, 1.61045], [-0.10336, 0.01108, -0.08214], [-0.96706, -1.98603, -0.81891]], "forces_ev_per_angstrom": [[-3.18, -3.07, 1.13], [0.39, -0.45, 0.69], [-1.20, 1.53, -1.70], [0.58, -0.23, -0.49], [2.68, 1.39, -0.13], [0.74, 0.83, 0.51]], "nbo_charge": [-1.129, -0.107, 0.388, -0.146, 1.150, -0.155]}